This record from OMol25 describes C26H48Cl3GeO4RuSSi as an isolated structure. The level of theory is the ωB97M-V functional and the def2-TZVPD basis.

Results
**F_max**: 0.023 Eh/bohr
**<S²>**: 8.8042
**E_HOMO (spin up / spin down)**: -0.521 / -0.546 Eh
**Relative energy (zero: lowest compared OMol25 entry of this formula, charge and spin)**: 0.0 kcal per mole
**E_tot**: -151296.3729 eV
**Frontier orbital gap (spin up / spin down)**: 7.100 / 6.129 eV
**Total charge**: +2
**Multiplicity**: 6

Each line ends with the Löwdin charge.
Cartesian coordinates (Å):
1 Ru -0.828 0.354 0.715  0.86
2 Cl -4.386 -3.266 5.860  0.86
3 C -3.331 -2.777 4.643  -0.62
4 C -3.390 -1.428 4.201  -0.08
5 C -2.538 -1.046 3.227  -0.51
6 Cl -2.579 0.593 2.629  0.74
7 C -1.564 -1.938 2.631  -0.44
8 O -0.746 -1.577 1.750  -0.18
9 C -1.565 -3.308 3.121  -0.56
10 Cl -0.457 -4.389 2.432  0.84
11 C -2.427 -3.704 4.101  -0.09
12 H -4.105 -0.745 4.640  0.13
13 H -2.419 -4.725 4.459  0.13
14 C 1.582 -1.747 -1.741  0.00
15 C 1.302 -0.258 -1.703  -0.59
16 C 2.093 0.423 -0.617  -0.05
17 C 1.505 0.399 -3.052  0.00
18 O -0.119 -0.064 -1.292  -0.32
19 Si -1.538 -0.479 -2.116  -0.11
20 S -2.859 -0.068 -0.455  0.47
21 O -1.519 -2.046 -2.391  -0.14
22 C -2.077 -2.913 -3.453  -0.60
23 C -3.566 -2.635 -3.536  -0.02
24 C -1.363 -2.595 -4.754  -0.01
25 C -1.791 -4.324 -2.994  -0.02
26 O -1.844 0.394 -3.403  -0.14
27 C -2.175 1.778 -3.769  -0.61
28 C -1.699 2.723 -2.680  -0.03
29 C -1.460 2.037 -5.078  -0.01
30 C -3.681 1.836 -3.927  -0.01
31 H 2.657 -1.906 -1.846  0.11
32 H 1.082 -2.228 -2.581  0.08
33 H 1.247 -2.231 -0.820  0.10
34 H 3.149 0.496 -0.879  0.12
35 H 2.028 -0.155 0.311  0.05
36 H 1.736 1.445 -0.456  0.09
37 H 2.526 0.218 -3.389  0.11
38 H 1.346 1.478 -3.001  0.09
39 H 0.830 -0.017 -3.803  0.09
40 H -3.758 -1.594 -3.810  0.08
41 H -4.053 -2.849 -2.583  0.10
42 H -4.022 -3.266 -4.301  0.10
43 H -1.516 -1.556 -5.048  0.08
44 H -1.753 -3.232 -5.549  0.10
45 H -0.292 -2.789 -4.665  0.09
46 H -2.274 -4.524 -2.037  0.09
47 H -0.717 -4.485 -2.888  0.09
48 H -2.173 -5.035 -3.728  0.10
49 H -0.621 2.632 -2.527  0.08
50 H -2.219 2.540 -1.736  0.06
51 H -1.911 3.752 -2.974  0.11
52 H -0.378 2.002 -4.944  0.08
53 H -1.725 3.024 -5.460  0.10
54 H -1.747 1.294 -5.822  0.10
55 H -4.184 1.592 -2.987  0.08
56 H -4.014 1.134 -4.693  0.10
57 H -3.987 2.840 -4.225  0.10
58 C 2.519 4.067 4.140  -0.09
59 C 1.255 3.315 4.544  -0.27
60 C 0.165 3.385 3.474  -0.27
61 C 0.490 2.541 2.225  -0.34
62 Ge 0.678 0.699 2.784  0.94
63 C 2.350 -0.221 2.968  -0.33
64 C 3.627 0.467 2.486  -0.28
65 C 4.877 -0.270 2.963  -0.26
66 C 6.153 0.344 2.402  -0.10
67 H 3.306 3.962 4.886  0.09
68 H 2.308 5.133 4.034  0.09
69 H 2.927 3.723 3.188  0.06
70 H 0.862 3.729 5.473  0.12
71 H 1.496 2.267 4.785  0.08
72 H 0.050 4.424 3.156  0.13
73 H -0.803 3.079 3.877  0.10
74 H 1.412 2.829 1.716  0.07
75 H -0.309 2.664 1.472  0.05
76 H -0.168 0.364 4.014  0.00
77 H 2.243 -1.240 2.585  0.08
78 H 2.368 -0.310 4.063  0.08
79 H 3.662 1.493 2.863  0.10
80 H 3.655 0.536 1.399  0.08
81 H 4.805 -1.323 2.672  0.12
82 H 4.906 -0.255 4.056  0.12
83 H 6.167 0.295 1.310  0.08
84 H 7.039 -0.173 2.765  0.08
85 H 6.245 1.394 2.689  0.08

---

This record from OMol25 describes a single C5H8N2 molecule. The level of theory is the ωB97M-V functional and the def2-TZVPD basis.

Results
**F_max**: 0.020 Eh/bohr
**E_HOMO**: -0.374 Eh
**Relative energy (zero: lowest compared OMol25 entry of this formula, charge and spin)**: 32.5 kcal per mole
**E_tot**: -8293.5857 eV
**Frontier orbital gap**: 11.054 eV
**Structure (SMILES)**: CC1(C)N[C@H]1C#N
**Multiplicity**: 1

Each line ends with the Löwdin charge.
Cartesian coordinates (Å):
1 C -0.481 1.288 -0.156  -0.03
2 C -0.275 -0.237 -0.103  -0.50
3 C -1.371 -1.098 0.505  -0.03
4 N 0.494 -0.880 -1.163  0.10
5 C 1.160 -0.593 0.107  -0.25
6 C 2.037 0.558 0.216  -0.20
7 N 2.755 1.452 0.356  0.16
8 H -0.006 1.816 0.698  0.09
9 H -1.534 1.543 -0.191  0.07
10 H -0.070 1.765 -1.056  0.09
11 H -2.286 -1.041 -0.097  0.08
12 H -1.063 -2.149 0.540  0.08
13 H -1.610 -0.768 1.522  0.08
14 H 0.768 -0.205 -1.873  0.10
15 H 1.481 -1.451 0.695  0.14

---

This record from OMol25 describes C33H28I2N7OSn as an isolated structure. The level of theory is the ωB97M-V functional and the def2-TZVPD basis.

Results
**F_max**: 0.016 Eh/bohr
**E_HOMO (spin up / spin down)**: -0.558 / -0.580 Eh
**Relative energy (zero: lowest compared OMol25 entry of this formula, charge and spin)**: 27.1 kcal per mole
**E_tot**: -69161.5823 eV
**Frontier orbital gap (spin up / spin down)**: 4.890 / 6.162 eV
**Total charge**: +3
**Multiplicity**: 1

Each line ends with the Löwdin charge.
Cartesian coordinates (Å):
1 Sn 0.097 0.139 0.208  1.47
2 I 3.988 -6.671 0.979  1.19
3 C 2.759 -5.105 0.656  -0.72
4 C 1.848 -5.137 -0.421  -0.19
5 C 0.979 -4.099 -0.602  -0.63
6 I -0.313 -4.044 -2.195  1.08
7 C 0.945 -2.999 0.354  -0.39
8 O 0.033 -2.123 0.326  -0.19
9 C 1.962 -2.942 1.384  -0.14
10 C 1.956 -1.753 2.303  -0.10
11 N 2.065 -0.472 1.541  -0.10
12 C 3.342 -0.388 0.799  -0.10
13 C 3.216 -0.001 -0.659  -0.24
14 C 4.365 0.157 -1.419  0.02
15 C 4.249 0.409 -2.772  0.01
16 C 2.982 0.491 -3.340  0.00
17 C 1.887 0.350 -2.521  -0.09
18 N 2.000 0.117 -1.196  0.00
19 C 2.833 -3.975 1.523  -0.08
20 H 1.846 -5.982 -1.096  0.10
21 H 2.772 -1.848 3.021  0.15
22 H 1.020 -1.732 2.861  0.12
23 H 2.038 0.284 2.214  0.07
24 H 3.802 -1.376 0.811  0.14
25 H 4.040 0.283 1.304  0.15
26 H 5.337 0.071 -0.950  0.14
27 H 5.135 0.531 -3.383  0.14
28 H 2.849 0.665 -4.398  0.13
29 H 0.889 0.418 -2.924  0.09
30 H 3.586 -3.963 2.303  0.12
31 N -2.481 -0.211 0.050  0.06
32 C -2.888 -0.968 1.191  -0.25
33 C -3.891 -1.888 1.173  0.03
34 C -4.309 -2.517 2.371  -0.02
35 C -3.726 -2.204 3.563  0.01
36 C -2.635 -1.302 3.596  -0.12
37 C -1.951 -0.945 4.777  0.05
38 C -0.864 -0.111 4.718  -0.01
39 C -0.420 0.316 3.464  -0.13
40 N -1.054 0.029 2.338  0.01
41 C -2.190 -0.725 2.392  -0.17
42 H -2.705 0.770 0.202  0.11
43 H -2.955 -0.504 -0.797  0.10
44 H -4.418 -2.097 0.249  0.13
45 H -5.136 -3.213 2.338  0.13
46 H -4.083 -2.637 4.488  0.13
47 H -2.288 -1.344 5.726  0.14
48 H -0.333 0.187 5.611  0.13
49 H 0.483 0.910 3.385  0.09
50 C -2.980 0.336 -4.786  -0.02
51 C -2.942 1.700 -4.511  -0.02
52 C -2.204 2.178 -3.444  0.01
53 C -1.501 1.275 -2.651  -0.27
54 C -1.533 -0.092 -2.923  -0.10
55 C -2.274 -0.562 -3.995  -0.04
56 N -0.683 1.702 -1.543  -0.04
57 N -0.514 2.912 -1.416  0.14
58 C 0.291 3.319 -0.301  -0.28
59 C 0.553 4.669 -0.232  0.05
60 C 1.327 5.146 0.816  0.02
61 C 1.802 4.249 1.755  0.00
62 C 1.491 2.908 1.610  -0.10
63 N 0.750 2.435 0.600  0.03
64 H -3.560 -0.028 -5.624  0.13
65 H -3.487 2.393 -5.138  0.13
66 H -2.169 3.234 -3.220  0.12
67 H -0.960 -0.788 -2.315  0.05
68 H -2.297 -1.620 -4.219  0.11
69 H 0.151 5.320 -0.997  0.14
70 H 1.551 6.202 0.896  0.14
71 H 2.396 4.576 2.597  0.13
72 H 1.846 2.200 2.346  0.10

---

This record from OMol25 describes C22H21IN7O2STi as an isolated structure. The level of theory is the ωB97M-V functional and the def2-TZVPD basis.

Results
**F_max**: 0.013 Eh/bohr
**<S²>**: 2.0165
**E_HOMO (spin up / spin down)**: -0.123 / -0.172 Eh
**Relative energy (zero: lowest compared OMol25 entry of this formula, charge and spin)**: 0.0 kcal per mole
**E_tot**: -79733.3071 eV
**Frontier orbital gap (spin up / spin down)**: 5.259 / 6.567 eV
**Total charge**: -1
**Multiplicity**: 3

Each line ends with the Löwdin charge.
Cartesian coordinates (Å):
1 Ti 0.120 -0.030 -0.974  0.68
2 C 3.820 1.024 1.307  -0.01
3 C 2.594 0.986 0.447  -0.32
4 N 1.718 0.029 0.496  -0.13
5 O 2.054 -1.033 1.332  -0.11
6 C 2.316 1.994 -0.546  -0.33
7 C 3.070 3.274 -0.698  -0.04
8 N 1.284 1.668 -1.311  -0.27
9 O 0.839 2.450 -2.224  -0.16
10 H 3.696 0.381 2.174  0.07
11 H 4.023 2.046 1.628  0.08
12 H 4.689 0.677 0.741  0.09
13 H 1.239 -1.589 1.266  -0.03
14 H 2.938 3.938 0.163  0.07
15 H 2.683 3.779 -1.582  0.06
16 H 4.142 3.105 -0.825  0.07
17 S -0.752 -2.033 0.494  0.62
18 C -1.656 -1.419 1.875  -0.67
19 C -2.949 -1.891 2.127  -0.14
20 C -3.694 -1.408 3.194  -0.11
21 C -3.167 -0.441 4.039  -0.12
22 C -1.879 0.025 3.809  -0.10
23 C -1.130 -0.461 2.747  -0.12
24 H -3.365 -2.636 1.460  0.09
25 H -4.696 -1.785 3.361  0.09
26 H -3.750 -0.058 4.868  0.09
27 H -1.453 0.779 4.461  0.10
28 H -0.127 -0.089 2.576  0.09
29 N -1.305 -0.378 -2.593  0.07
30 C -1.722 -0.579 -3.666  -0.34
31 N -2.082 -0.822 -4.876  0.05
32 C -3.362 -0.861 -5.207  -0.44
33 N -4.455 -0.926 -5.590  0.05
34 I 5.692 -2.047 -2.265  0.84
35 C 3.635 -2.445 -2.231  -0.70
36 C 3.166 -3.739 -2.379  -0.14
37 C 1.794 -3.932 -2.339  -0.04
38 C 0.965 -2.842 -2.154  -0.15
39 N 1.430 -1.602 -1.982  -0.01
40 C 2.748 -1.403 -2.029  -0.19
41 H 3.845 -4.569 -2.520  0.09
42 H 1.374 -4.922 -2.446  0.11
43 H -0.112 -2.950 -2.110  0.08
44 H 3.086 -0.384 -1.885  0.10
45 C -3.281 2.716 1.523  -0.07
46 C -3.658 1.593 0.806  -0.05
47 C -2.695 0.903 0.094  -0.13
48 N -1.410 1.272 0.066  -0.01
49 C -1.056 2.365 0.745  -0.11
50 C -1.954 3.113 1.485  -0.06
51 H -4.007 3.272 2.103  0.10
52 H -4.682 1.247 0.806  0.11
53 H -2.937 0.014 -0.475  0.10
54 H -0.009 2.640 0.689  0.11
55 H -1.617 3.987 2.025  0.10